{"formula": "C70H91BrN6O5Ta", "method": "ωB97M-V/def2-TZVPD", "total_charge": 1, "lumo_ha": -0.1015, "elements": ["Ta", "C", "C", "C", "C", "C", "C", "C", "C", "N", "C", "C", "N", "C", "C", "N", "C", "C", "C", "C", "C", "C", "C", "C", "C", "O", "C", "C", "C", "C", "C", "C", "C", "C", "C", "C", "C", "C", "C", "C", "C", "O", "C", "C", "C", "C", "C", "C", "C", "C", "C", "O", "C", "C", "C", "C", "C", "C", "H", "H", "H", "H", "H", "H", "H", "H", "H", "H", "H", "H", "H", "H", "H", "H", "H", "H", "H", "H", "H", "H", "H", "H", "H", "H", "H", "H", "H", "H", "H", "H", "H", "H", "H", "H", "H", "H", "H", "H", "H", "H", "H", "H", "H", "H", "H", "H", "H", "H", "H", "H", "H", "H", "H", "H", "H", "H", "H", "H", "H", "H", "H", "H", "H", "H", "H", "H", "H", "H", "H", "H", "H", "H", "H", "H", "H", "H", "N", "C", "C", "C", "C", "C", "C", "N", "C", "C", "C", "C", "N", "C", "C", "H", "H", "H", "H", "H", "H", "H", "H", "H", "Br", "C", "C", "C", "C", "C", "C", "C", "O", "O", "H", "H", "H", "H"], "positions_angstrom": [[0.25, 0.93, -0.36], [-3.61, 6.55, -2.41], [-4.43, 6.07, -1.20], [-5.86, 5.77, -1.65], [-4.47, 7.18, -0.16], [-3.78, 4.79, -0.66], [-3.68, 3.67, -1.48], [-2.99, 2.54, -1.08], [-3.07, 1.32, -1.98], [-2.49, 0.09, -1.45], [-3.36, -0.46, -0.42], [-2.78, -1.68, 0.26], [-1.42, -1.47, 0.76], [-0.51, -2.59, 0.55], [0.63, -2.27, -0.43], [0.25, -1.25, -1.46], [-0.97, -1.78, -2.17], [-2.13, -0.84, -2.50], [1.32, -1.24, -2.53], [2.74, -0.89, -2.19], [3.75, -1.76, -2.56], [5.08, -1.36, -2.48], [5.33, -0.04, -2.12], [4.34, 0.88, -1.75], [3.04, 0.38, -1.70], [1.98, 1.02, -1.14], [4.78, 2.33, -1.45], [3.67, 3.36, -1.69], [5.94, 2.72, -2.38], [5.28, 2.43, 0.00], [6.26, -2.29, -2.79], [7.07, -1.73, -3.96], [7.15, -2.39, -1.55], [5.79, -3.70, -3.15], [-1.49, -0.91, 2.13], [-0.24, -1.09, 2.91], [-0.31, -1.79, 4.11], [0.84, -2.08, 4.83], [2.04, -1.69, 4.26], [2.18, -1.00, 3.06], [0.98, -0.64, 2.40], [0.87, 0.12, 1.25], [3.64, -0.68, 2.66], [4.58, -1.84, 3.04], [3.81, -0.49, 1.16], [4.10, 0.56, 3.45], [0.82, -2.81, 6.17], [1.41, -1.88, 7.25], [-0.59, -3.20, 6.59], [1.67, -4.08, 6.08], [-2.34, 2.55, 0.16], [-1.40, 1.60, 0.40], [-2.63, 3.55, 1.12], [-3.31, 4.67, 0.64], [-2.43, 3.36, 2.63], [-3.50, 2.33, 3.06], [-2.69, 4.65, 3.41], [-1.05, 2.86, 3.10], [-4.05, 7.46, -2.82], [-3.57, 5.81, -3.20], [-2.58, 6.78, -2.11], [-6.33, 6.68, -2.02], [-6.46, 5.39, -0.82], [-5.90, 5.03, -2.45], [-4.91, 8.07, -0.60], [-3.47, 7.45, 0.18], [-5.07, 6.91, 0.71], [-4.14, 3.67, -2.46], [-2.62, 1.55, -2.94], [-4.14, 1.17, -2.18], [-4.34, -0.73, -0.83], [-3.54, 0.33, 0.32], [-2.79, -2.53, -0.42], [-3.45, -1.96, 1.08], [-1.08, -3.45, 0.18], [-0.06, -2.93, 1.48], [0.92, -3.20, -0.95], [1.51, -1.91, 0.09], [-1.34, -2.62, -1.61], [-0.64, -2.20, -3.12], [-2.98, -1.49, -2.79], [-1.88, -0.26, -3.38], [0.95, -0.54, -3.28], [1.33, -2.24, -2.97], [3.49, -2.74, -2.93], [6.35, 0.30, -2.12], [3.34, 3.34, -2.73], [4.06, 4.36, -1.47], [2.80, 3.19, -1.07], [5.69, 2.51, -3.43], [6.87, 2.21, -2.14], [6.13, 3.79, -2.28], [4.49, 2.23, 0.71], [5.66, 3.44, 0.19], [6.09, 1.72, 0.18], [7.47, -0.74, -3.74], [6.45, -1.65, -4.86], [7.91, -2.38, -4.19], [7.56, -1.41, -1.26], [8.00, -3.05, -1.74], [6.60, -2.78, -0.69], [5.18, -3.70, -4.06], [5.21, -4.15, -2.34], [6.65, -4.33, -3.34], [-2.31, -1.40, 2.68], [-1.75, 0.14, 2.04], [-1.28, -2.11, 4.45], [2.94, -1.94, 4.80], [4.23, -2.79, 2.62], [4.71, -1.96, 4.12], [5.57, -1.63, 2.62], [3.49, -1.38, 0.62], [4.86, -0.33, 0.93], [3.25, 0.35, 0.78], [4.21, 0.31, 4.50], [3.40, 1.38, 3.39], [5.08, 0.89, 3.08], [0.81, -0.97, 7.34], [2.43, -1.59, 7.01], [1.41, -2.38, 8.22], [-1.24, -2.33, 6.71], [-0.56, -3.72, 7.55], [-1.06, -3.88, 5.87], [2.72, -3.86, 5.85], [1.29, -4.75, 5.31], [1.65, -4.61, 7.03], [-3.48, 5.49, 1.33], [-4.50, 2.71, 2.84], [-3.44, 2.15, 4.14], [-3.38, 1.38, 2.55], [-3.71, 5.02, 3.27], [-2.00, 5.44, 3.12], [-2.56, 4.46, 4.47], [-0.75, 1.91, 2.65], [-1.08, 2.72, 4.18], [-0.27, 3.60, 2.89], [1.97, 7.55, 2.54], [2.74, 8.35, 3.36], [2.72, 9.72, 3.62], [3.66, 10.18, 4.52], [4.58, 9.32, 5.14], [4.59, 7.97, 4.88], [3.65, 7.48, 3.97], [3.44, 6.19, 3.52], [2.45, 6.27, 2.68], [1.90, 5.12, 1.97], [2.48, 3.87, 2.17], [1.97, 2.79, 1.49], [0.95, 2.86, 0.63], [0.38, 4.06, 0.46], [0.82, 5.20, 1.10], [1.24, 7.86, 1.93], [2.01, 10.39, 3.14], [3.68, 11.24, 4.75], [5.29, 9.74, 5.84], [5.29, 7.30, 5.35], [3.32, 3.76, 2.84], [2.41, 1.81, 1.61], [-0.45, 4.12, -0.23], [0.30, 6.12, 0.90], [-1.68, 6.41, -5.90], [-1.32, 4.58, -5.60], [-1.57, 3.66, -6.60], [-1.32, 2.31, -6.37], [-0.84, 1.90, -5.14], [-0.58, 2.84, -4.14], [-0.82, 4.19, -4.37], [-0.11, 2.44, -2.79], [0.44, 3.24, -2.03], [-0.34, 1.23, -2.40], [-1.96, 3.99, -7.56], [-1.50, 1.59, -7.15], [-0.64, 0.85, -4.95], [-0.62, 4.91, -3.59]]}

{"formula": "CH3ClN2O2", "method": "ωB97M-V/def2-TZVPD", "total_charge": 0, "relative_energy_kj_mol": 303.6, "lumo_ha": [-0.0016, -0.0126], "elements": ["C", "N", "N", "O", "O", "Cl", "H", "H", "H"], "positions_angstrom": [[0.91, 0.25, 0.36], [-0.07, -0.30, -0.48], [-2.16, -0.52, 0.78], [-0.88, 0.40, -1.18], [-2.41, 0.24, -0.01], [2.54, 0.17, -0.46], [0.82, 1.28, 0.69], [1.03, -0.30, 1.20], [0.23, -1.22, -0.90]]}

{"formula": "C32H30Br2EuN2O2S", "method": "ωB97M-V/def2-TZVPD", "total_charge": 1, "relative_energy_kj_mol": 0.0, "spin_multiplicity": 7, "lumo_ha": [-0.1212, -0.1211], "s2": 12.038, "elements": ["Eu", "Br", "C", "C", "C", "C", "O", "C", "C", "N", "C", "C", "C", "C", "C", "C", "C", "C", "N", "C", "C", "H", "H", "H", "H", "H", "H", "H", "H", "H", "H", "Br", "C", "C", "C", "C", "C", "C", "C", "C", "C", "C", "H", "H", "H", "H", "H", "H", "C", "C", "C", "S", "O", "C", "C", "C", "H", "H", "H", "H", "H", "H", "H", "H", "H", "H", "H", "H", "H", "H"], "positions_angstrom": [[-0.81, -0.83, -0.46], [-2.97, 0.55, 6.80], [-2.68, 0.00, 5.02], [-2.67, -1.34, 4.78], [-2.27, -1.83, 3.56], [-1.98, -0.95, 2.53], [-1.77, -1.45, 1.34], [-1.98, 0.43, 2.81], [-1.65, 1.56, 1.90], [-1.29, 1.43, 0.68], [-0.94, 2.48, -0.20], [-0.43, 3.64, 0.29], [-0.20, 4.80, -0.54], [-0.47, 4.66, -1.84], [-0.94, 3.36, -2.43], [-1.25, 3.16, -3.85], [-1.75, 1.92, -4.26], [-1.84, 0.87, -3.30], [-1.56, 1.04, -2.03], [-1.17, 2.27, -1.60], [-2.38, 0.88, 4.02], [-3.03, -1.98, 5.60], [-2.26, -2.90, 3.48], [-1.78, 2.48, 2.37], [-0.03, 3.66, 1.32], [0.22, 5.69, -0.08], [-0.41, 5.52, -2.43], [-1.14, 4.04, -4.50], [-2.19, 1.84, -5.22], [-2.00, -0.21, -3.44], [-2.38, 1.97, 4.22], [1.56, -0.22, -2.59], [0.86, -1.44, -3.87], [1.51, -1.45, -5.13], [1.12, -2.38, -6.07], [0.08, -3.24, -5.81], [-0.60, -3.17, -4.57], [-1.66, -4.08, -4.32], [-2.37, -4.11, -3.17], [-1.98, -3.21, -2.13], [-0.88, -2.34, -2.32], [-0.23, -2.30, -3.59], [2.35, -0.74, -5.34], [1.63, -2.27, -7.04], [-0.22, -3.98, -6.50], [-1.80, -4.83, -5.08], [-3.12, -4.89, -3.04], [-2.47, -3.22, -1.13], [2.74, 2.83, 3.51], [3.62, 2.25, 2.37], [2.92, 1.42, 1.34], [1.62, 0.22, 1.78], [1.33, -0.53, 0.51], [2.62, -0.78, 3.06], [1.83, -2.06, 3.50], [1.56, -3.18, 2.47], [3.32, 3.60, 4.01], [2.49, 2.08, 4.25], [1.85, 3.32, 3.08], [4.41, 1.64, 2.80], [4.06, 3.10, 1.81], [3.63, 0.75, 0.70], [2.41, 2.12, 0.66], [2.84, -0.04, 3.84], [3.62, -0.98, 2.53], [0.82, -1.77, 3.75], [2.38, -2.39, 4.46], [0.80, -2.86, 1.67], [0.98, -3.97, 3.03], [2.37, -3.67, 2.05]]}

{"formula": "C19H15ClN6OS", "method": "ωB97M-V/def2-TZVPD", "total_charge": 0, "lumo_ha": -0.0046, "elements": ["C", "C", "C", "N", "C", "S", "C", "N", "N", "N", "C", "C", "C", "C", "C", "C", "C", "O", "N", "N", "C", "C", "C", "C", "C", "Cl", "C", "C", "H", "H", "H", "H", "H", "H", "H", "H", "H", "H", "H", "H", "H", "H", "H"], "positions_angstrom": [[-3.02, -3.07, 2.33], [-1.79, -2.82, 1.92], [-1.26, -1.44, 1.64], [-0.99, -1.29, 0.23], [0.05, -1.85, -0.45], [1.34, -2.73, 0.33], [2.67, -2.11, -0.74], [3.06, -0.78, -0.34], [2.09, 0.00, 0.12], [2.28, 1.17, 0.47], [3.54, 1.73, 0.39], [3.73, 3.06, 0.79], [4.98, 3.61, 0.72], [6.07, 2.86, 0.27], [5.90, 1.56, -0.12], [4.63, 0.98, -0.07], [4.40, -0.40, -0.48], [5.23, -1.18, -0.89], [-0.05, -1.62, -1.73], [-1.16, -0.91, -1.92], [-1.73, -0.70, -0.76], [-2.96, 0.05, -0.55], [-4.08, -0.24, -1.33], [-5.26, 0.47, -1.16], [-5.31, 1.47, -0.20], [-6.79, 2.34, 0.03], [-4.20, 1.79, 0.57], [-3.03, 1.08, 0.39], [-3.37, -4.07, 2.51], [-3.72, -2.27, 2.50], [-1.08, -3.62, 1.73], [-0.33, -1.28, 2.18], [-2.00, -0.69, 1.93], [2.29, -2.12, -1.76], [3.54, -2.77, -0.64], [2.87, 3.62, 1.14], [5.13, 4.64, 1.03], [7.05, 3.32, 0.23], [6.73, 0.96, -0.48], [-4.01, -1.02, -2.08], [-6.12, 0.24, -1.76], [-4.26, 2.58, 1.29], [-2.15, 1.35, 0.95]]}

{"formula": "C44H122N6O20", "method": "ωB97M-V/def2-TZVPD", "total_charge": 0, "relative_energy_kj_mol": 900.4, "lumo_ha": 0.0139, "elements": ["C", "O", "C", "C", "N", "C", "C", "O", "C", "H", "H", "H", "H", "H", "H", "H", "H", "H", "H", "H", "H", "H", "H", "H", "C", "O", "C", "C", "N", "C", "C", "O", "C", "H", "H", "H", "H", "H", "H", "H", "H", "H", "H", "H", "H", "H", "H", "H", "C", "O", "C", "C", "N", "C", "C", "O", "C", "H", "H", "H", "H", "H", "H", "H", "H", "H", "H", "H", "H", "H", "H", "H", "C", "O", "C", "C", "N", "C", "C", "O", "C", "H", "H", "H", "H", "H", "H", "H", "H", "H", "H", "H", "H", "H", "H", "H", "C", "O", "C", "C", "N", "C", "C", "O", "C", "H", "H", "H", "H", "H", "H", "H", "H", "H", "H", "H", "H", "H", "H", "H", "C", "O", "C", "C", "N", "C", "C", "O", "C", "H", "H", "H", "H", "H", "H", "H", "H", "H", "H", "H", "H", "H", "H", "H", "C", "O", "H", "H", "H", "H", "C", "O", "H", "H", "H", "H", "C", "O", "H", "H", "H", "H", "C", "O", "H", "H", "H", "H", "C", "O", "H", "H", "H", "H", "C", "O", "H", "H", "H", "H", "C", "O", "H", "H", "H", "H", "C", "O", "H", "H", "H", "H"], "positions_angstrom": [[-1.08, -4.91, -5.26], [-0.05, -4.48, -6.22], [1.18, -4.37, -5.66], [2.14, -4.01, -6.80], [2.15, -2.55, -7.17], [0.89, -1.98, -7.75], [1.01, -0.49, -7.86], [1.76, -0.04, -9.05], [0.97, 0.26, -10.22], [-2.12, -4.74, -5.53], [-0.94, -4.39, -4.31], [-0.99, -5.94, -4.94], [1.42, -5.25, -5.07], [1.14, -3.61, -4.87], [1.85, -4.61, -7.67], [3.16, -4.33, -6.59], [2.85, -2.22, -7.81], [0.04, -2.15, -7.09], [0.66, -2.36, -8.74], [1.46, 0.02, -7.00], [0.04, -0.01, -7.96], [0.26, -0.53, -10.48], [1.70, 0.53, -10.98], [0.38, 1.15, -10.00], [9.59, 1.43, -0.33], [8.86, 2.59, 0.04], [7.87, 3.11, -0.89], [6.69, 2.11, -1.21], [5.77, 1.86, -0.07], [4.60, 1.20, -0.48], [4.58, -0.28, -0.06], [5.56, -1.03, -0.73], [5.89, -2.35, -0.29], [10.47, 1.32, 0.31], [10.04, 1.49, -1.32], [9.03, 0.50, -0.20], [8.50, 3.47, -1.72], [7.46, 4.01, -0.43], [7.09, 1.13, -1.50], [6.18, 2.48, -2.10], [6.34, 1.27, 0.52], [4.48, 1.22, -1.57], [3.68, 1.66, -0.11], [3.59, -0.74, -0.19], [4.94, -0.34, 0.97], [6.71, -2.12, 0.39], [6.30, -3.04, -1.03], [5.06, -2.86, 0.18], [-4.42, 7.82, 4.69], [-3.72, 6.53, 4.70], [-4.42, 5.46, 4.17], [-3.32, 4.32, 4.11], [-2.14, 4.80, 3.40], [-1.15, 3.69, 3.44], [0.12, 4.06, 2.67], [0.72, 5.29, 3.18], [1.36, 5.20, 4.49], [-4.40, 8.54, 3.87], [-3.92, 8.53, 5.36], [-5.43, 7.64, 5.05], [-4.88, 5.71, 3.22], [-5.25, 5.18, 4.82], [-3.72, 3.52, 3.49], [-3.03, 3.98, 5.11], [-1.68, 5.51, 3.95], [-1.62, 2.76, 3.12], [-0.90, 3.48, 4.48], [0.00, 4.27, 1.61], [0.86, 3.26, 2.54], [1.99, 6.09, 4.55], [1.94, 4.31, 4.73], [0.64, 5.33, 5.30], [-11.26, -0.31, -5.26], [-9.90, -0.14, -4.75], [-9.68, -0.62, -3.47], [-8.21, -0.67, -3.29], [-7.63, 0.37, -2.58], [-6.23, 0.17, -2.08], [-5.64, 1.27, -1.15], [-5.83, 2.48, -1.89], [-6.86, 3.32, -1.41], [-11.41, -1.38, -5.39], [-11.31, 0.09, -6.27], [-11.97, 0.15, -4.57], [-10.20, -1.57, -3.41], [-10.22, 0.09, -2.84], [-7.62, -0.94, -4.17], [-8.05, -1.60, -2.74], [-7.83, 1.35, -2.77], [-5.59, 0.19, -2.97], [-6.09, -0.78, -1.56], [-4.58, 1.17, -0.96], [-6.22, 1.30, -0.22], [-6.95, 3.23, -0.33], [-7.80, 3.11, -1.93], [-6.75, 4.38, -1.66], [1.45, -1.14, 2.50], [0.07, -0.94, 2.03], [-0.17, 0.20, 1.15], [0.58, 0.27, -0.14], [0.51, -1.00, -0.81], [0.89, -1.22, -2.15], [-0.15, -0.45, -3.10], [-1.52, -0.90, -2.93], [-2.52, 0.10, -2.62], [2.10, -0.27, 2.41], [1.93, -1.84, 1.82], [1.34, -1.36, 3.56], [-0.08, 1.16, 1.65], [-1.24, 0.19, 0.91], [1.60, 0.61, 0.07], [0.08, 1.09, -0.65], [-0.17, -1.60, -0.38], [0.74, -2.27, -2.39], [1.97, -1.10, -2.28], [-0.11, -0.57, -4.18], [0.10, 0.59, -2.92], [-3.37, -0.02, -1.96], [-2.96, 0.34, -3.58], [-2.07, 1.05, -2.33], [0.41, -3.26, 5.58], [0.44, -3.86, 6.89], [1.62, -4.60, 7.09], [2.93, -3.69, 7.09], [2.79, -2.45, 7.92], [2.87, -2.64, 9.38], [2.59, -1.34, 10.08], [1.25, -1.01, 9.84], [0.72, -0.08, 10.84], [0.33, -2.21, 5.87], [-0.56, -3.45, 5.12], [1.20, -3.60, 4.91], [1.70, -5.38, 6.33], [1.61, -5.15, 8.03], [3.04, -3.31, 6.08], [3.89, -4.20, 7.15], [1.97, -1.93, 7.65], [3.85, -2.90, 9.76], [2.18, -3.45, 9.63], [3.25, -0.53, 9.76], [2.88, -1.29, 11.13], [-0.14, 0.45, 10.44], [1.36, 0.75, 11.14], [0.49, -0.58, 11.78], [4.73, -1.39, -4.34], [4.50, -1.02, -5.64], [3.81, -1.62, -3.81], [5.43, -2.23, -4.34], [5.23, -0.71, -3.65], [3.67, -1.35, -5.99], [4.49, -0.77, 5.50], [3.54, -0.12, 4.82], [4.25, -0.75, 6.56], [4.58, -1.76, 5.04], [5.41, -0.20, 5.39], [4.04, 0.17, 4.06], [-3.04, 1.31, -7.33], [-2.22, 1.87, -8.27], [-2.53, 0.89, -6.46], [-3.89, 1.95, -7.08], [-3.47, 0.46, -7.86], [-2.10, 2.79, -8.03], [0.17, 4.65, -1.35], [-0.48, 3.45, -1.70], [0.67, 5.02, -2.25], [-0.61, 5.35, -1.04], [0.91, 4.44, -0.58], [-1.42, 3.56, -1.83], [-3.07, 3.42, 0.13], [-3.42, 3.49, -1.27], [-2.38, 4.25, 0.24], [-3.94, 3.67, 0.74], [-2.63, 2.51, 0.53], [-4.34, 3.28, -1.46], [-0.28, -4.35, 1.36], [-1.51, -4.93, 1.74], [-0.46, -3.75, 0.47], [0.23, -3.69, 2.06], [0.36, -5.17, 1.02], [-1.21, -5.49, 2.46], [-3.02, -2.65, -0.47], [-3.31, -3.02, 0.86], [-3.95, -2.17, -0.80], [-2.21, -1.92, -0.56], [-2.75, -3.56, -1.01], [-2.60, -3.45, 1.34], [3.68, -4.90, 2.86], [4.85, -4.11, 3.01], [3.81, -5.47, 1.94], [3.65, -5.63, 3.67], [2.73, -4.36, 2.85], [5.44, -4.29, 3.74]]}